(one)
Here is a molecular structure, C22H13Co2N2O6 from OMol25. Energies are from wB97M-V/def2-TZVPD.

* Kohn-Sham gap: 6.7 eV
* lowest unoccupied orbital energy: 0.09505 Eh
* HOMO energy: -0.1512 Ha

ORCA input file:
```
! RIJCOSX wB97M-V def2-TZVPD def2/J DEFGRID3
* xyz -1 1
C 0.455 0.074 -2.261
N 0.472 1.401 -2.623
N 0.513 2.545 -2.774
C -0.825 -0.603 -2.421
C -0.972 -2.004 -2.523
C -2.233 -2.583 -2.363
C -3.378 -1.780 -2.321
C -3.252 -0.388 -2.421
C -1.987 0.199 -2.399
C 1.743 -0.610 -2.207
C 1.925 -1.883 -1.630
C 3.094 -2.604 -1.888
C 4.169 -1.987 -2.542
C 4.064 -0.646 -2.930
C 2.873 0.053 -2.737
H -0.091 -2.614 -2.707
H -2.327 -3.662 -2.243
H -4.366 -2.221 -2.188
H -4.129 0.259 -2.463
H -1.898 1.289 -2.348
H 1.126 -2.288 -1.003
H 3.176 -3.650 -1.575
H 5.098 -2.533 -2.724
H 4.903 -0.120 -3.382
H 2.802 1.105 -3.029
O 3.072 0.904 4.465
C 1.931 1.043 4.386
Co 0.178 1.233 4.318
C -0.330 -0.463 4.178
O -0.705 -1.555 4.130
C 0.171 1.619 6.031
O 0.136 1.856 7.161
C 0.298 2.072 2.522
C -0.150 1.362 1.414
C 0.225 0.673 0.318
Co -1.492 1.862 2.461
C -2.380 0.481 1.832
O -2.930 -0.418 1.346
C -2.625 3.131 1.919
O -3.381 3.950 1.606
C -1.977 1.864 4.263
O -2.771 2.054 5.099
H 1.039 2.865 2.432
H -0.530 0.044 -0.157
H 1.265 0.674 -0.022
*
```

(two)
Here is a molecular structure, C22H13Co2N2O6 from OMol25. Energies are from wB97M-V/def2-TZVPD.

* Kohn-Sham gap: 5.7 eV
* lowest unoccupied orbital energy: 0.09883 Eh
* HOMO energy: -0.1112 Ha

ORCA input file:
```
! RIJCOSX wB97M-V def2-TZVPD def2/J DEFGRID3
* xyz -1 1
C 0.101 -0.434 1.682
N 1.308 0.042 2.075
N 2.332 0.477 2.361
C -1.019 0.034 2.489
C -1.930 -0.850 3.110
C -3.051 -0.352 3.777
C -3.276 1.028 3.863
C -2.309 1.911 3.370
C -1.199 1.421 2.680
H 0.046 -1.418 1.193
H -1.726 -1.928 3.050
H -3.766 -1.050 4.215
H -4.190 1.415 4.318
H -2.429 2.987 3.489
H -0.482 2.106 2.221
O 2.754 -1.548 0.387
C 2.919 -0.807 -0.498
Co 2.948 0.078 -2.021
C 4.081 1.515 -1.713
O 5.131 1.978 -1.507
C 4.057 -1.034 -2.892
O 4.744 -1.804 -3.406
C 1.567 0.786 -2.989
C 1.196 -0.337 -2.286
C 0.369 -1.419 -2.190
C -0.727 -1.764 -1.330
C -1.054 -3.140 -1.219
C -2.056 -3.583 -0.376
C -2.799 -2.636 0.347
C -2.573 -1.266 0.162
C -1.494 -0.823 -0.606
Co 2.065 2.469 -2.143
C 0.735 3.205 -3.029
O -0.102 3.746 -3.626
C 2.856 4.029 -2.390
O 3.362 5.052 -2.583
C 1.368 2.460 -0.520
O 0.883 2.557 0.524
H 1.436 0.867 -4.085
H 0.614 -2.194 -2.938
H -0.440 -3.851 -1.768
H -2.252 -4.653 -0.253
H -3.563 -2.964 1.056
H -3.225 -0.534 0.660
H -1.209 0.230 -0.659
*
```

Verdict on stability: (one) comes out on top.

(one)
Here is a gas-phase ion, CH3N2O (charge +1) from OMol25. Energies are from wB97M-V/def2-TZVPD.

* Kohn-Sham gap (spin up / spin down): 9.1 / 9.1 eV
* lowest unoccupied orbital energy (spin up / spin down): -0.24887 / -0.24873 Eh
* HOMO energy (spin up / spin down): -0.5849 / -0.5844 Ha

ORCA input file:
```
! RIJCOSX wB97M-V def2-TZVPD def2/J DEFGRID3
* xyz 1 1
N -0.794 0.013 0.015
C 0.315 -0.112 0.559
N 1.426 0.440 1.152
O 2.407 0.440 1.940
H -1.464 0.874 0.077
H -0.975 -0.745 -0.765
H 1.558 0.989 0.288
*
```

(two)
Here is 2 unconnected molecules or ions with the total composition CH3N2O from OMol25. Energies are from wB97M-V/def2-TZVPD.

* Kohn-Sham gap (spin up / spin down): 9.5 / 7.8 eV
* lowest unoccupied orbital energy (spin up / spin down): -0.22678 / -0.28615 Eh
* HOMO energy (spin up / spin down): -0.5772 / -0.5730 Ha

ORCA input file:
```
! RIJCOSX wB97M-V def2-TZVPD def2/J DEFGRID3
* xyz 1 1
C 0.027 -0.085 -0.342
N -1.692 -1.337 0.804
N -0.947 -0.714 0.288
O 1.178 -0.654 -0.258
H -0.219 2.262 1.314
H -0.215 0.574 -1.222
H 1.869 -0.046 -0.585
*
```

(three)
Here is a gas-phase ion, CH3N2O (charge +1) from OMol25. Energies are from wB97M-V/def2-TZVPD.

* Kohn-Sham gap: 10.2 eV
* lowest unoccupied orbital energy: -0.25150 Eh
* HOMO energy: -0.6259 Ha

ORCA input file:
```
! RIJCOSX wB97M-V def2-TZVPD def2/J DEFGRID3
* xyz 1 1
C 1.055 0.353 0.069
N -0.029 -0.383 -0.155
N -1.713 -0.215 -0.271
O -2.137 0.574 0.397
H 0.819 1.379 0.129
H 1.924 -0.241 0.042
H 0.081 -1.467 -0.211
*
```

Verdict on stability: (three) comes out on top.

(one)
Here is a single FH3OP2 molecule from OMol25. Energies are from wB97M-V/def2-TZVPD.

* Kohn-Sham gap: 9.1 eV
* lowest unoccupied orbital energy: 0.00283 Eh
* HOMO energy: -0.3307 Ha

ORCA input file:
```
! RIJCOSX wB97M-V def2-TZVPD def2/J DEFGRID3
* xyz 0 1
O -1.627 -0.569 0.497
P -0.597 0.683 -0.008
P 1.185 -0.585 0.086
F 2.270 0.546 -0.285
H -2.202 -0.586 -0.259
H -0.154 1.472 1.270
H 1.125 -0.961 -1.300
*
```

(two)
Here is 2 unconnected molecules or ions with the total composition FH3OP2 from OMol25. Energies are from wB97M-V/def2-TZVPD.

* Kohn-Sham gap: 8.2 eV
* lowest unoccupied orbital energy: -0.02541 Eh
* HOMO energy: -0.3254 Ha

ORCA input file:
```
! RIJCOSX wB97M-V def2-TZVPD def2/J DEFGRID3
* xyz 0 1
O -1.556 0.187 -0.689
F 2.454 -0.500 0.130
P -0.452 -0.844 -0.054
P 1.232 0.639 0.045
H -2.371 0.353 -0.041
H 0.100 -1.345 -1.328
H 0.592 1.510 1.938
*
```

Verdict on stability: (one) comes out on top.

(one)
Here is 2 unconnected molecules or ions with the total composition C3H10N3 from OMol25. Energies are from wB97M-V/def2-TZVPD.

* Kohn-Sham gap: 11.1 eV
* lowest unoccupied orbital energy: -0.12336 Eh
* HOMO energy: -0.5314 Ha

ORCA input file:
```
! RIJCOSX wB97M-V def2-TZVPD def2/J DEFGRID3
* xyz 1 1
C 0.803 -0.193 0.245
C 2.349 1.133 -0.093
C -2.394 -0.044 -0.704
N -0.356 0.279 0.467
N 1.127 -1.438 0.329
N -1.523 -0.527 0.417
H 2.922 1.231 0.833
H 1.756 2.035 -0.309
H 2.928 0.682 -0.902
H -2.215 1.012 -0.725
H -2.223 -0.754 -1.545
H -3.435 -0.215 -0.495
H -0.512 1.344 0.391
H 2.132 -1.762 0.319
H 0.530 -2.348 0.400
H -1.890 -0.436 1.373
*
```

(two)
Here is 2 unconnected molecules or ions with the total composition C3H10N3 from OMol25. Energies are from wB97M-V/def2-TZVPD.

* Kohn-Sham gap (spin up / spin down): 5.6 / 9.6 eV
* lowest unoccupied orbital energy (spin up / spin down): -0.25048 / -0.14732 Eh
* HOMO energy (spin up / spin down): -0.4554 / -0.5001 Ha

ORCA input file:
```
! RIJCOSX wB97M-V def2-TZVPD def2/J DEFGRID3
* xyz 1 1
C 1.468 -0.243 -0.845
C -0.882 -0.168 2.093
C -2.025 0.614 0.151
N 1.464 -1.214 -1.716
N -0.861 0.318 0.802
N 2.063 0.898 -1.168
H -1.827 -0.620 2.439
H -0.009 -0.886 2.164
H -0.508 0.531 2.837
H -1.735 1.102 -0.783
H -2.359 -0.498 -0.107
H -2.846 0.904 0.853
H 0.957 -2.054 -1.638
H 1.949 -0.816 -2.614
H 2.616 0.719 -2.073
H 2.534 1.413 -0.392
*
```

(three)
Here is a gas-phase ion, C3H10N3 (charge +1) from OMol25. Energies are from wB97M-V/def2-TZVPD.

* Kohn-Sham gap: 10.7 eV
* lowest unoccupied orbital energy: -0.14209 Eh
* HOMO energy: -0.5356 Ha

ORCA input file:
```
! RIJCOSX wB97M-V def2-TZVPD def2/J DEFGRID3
* xyz 1 1
C -2.346 0.580 -0.205
C -0.878 0.718 -0.584
N -0.218 -0.447 0.195
C 1.153 -0.464 0.386
N 1.734 -1.615 0.246
N 1.937 0.696 0.114
H -2.593 -0.439 -0.209
H -3.053 1.228 -0.706
H -2.353 0.822 0.908
H -0.325 0.849 -1.546
H -0.542 1.678 -0.046
H -0.869 -1.077 0.750
H 1.238 -2.350 0.661
H 2.669 -1.914 0.266
H 2.864 0.364 0.283
H 1.582 1.370 -0.515
*
```

(four)
Here is a gas-phase ion, C3H10N3 (charge +1) from OMol25. Energies are from wB97M-V/def2-TZVPD.

* Kohn-Sham gap: 9.8 eV
* lowest unoccupied orbital energy: -0.15133 Eh
* HOMO energy: -0.5106 Ha

ORCA input file:
```
! RIJCOSX wB97M-V def2-TZVPD def2/J DEFGRID3
* xyz 1 1
C 2.334 -0.231 -0.416
N 1.240 -0.047 0.527
N 0.379 0.879 0.073
C -1.083 0.002 0.103
C -2.203 0.814 -0.286
N -0.967 -1.223 0.469
H 2.954 -1.191 -0.190
H 2.038 -0.458 -1.397
H 3.003 0.560 -0.393
H 1.647 0.189 1.439
H 0.085 1.715 0.507
H -2.414 1.413 0.664
H -3.074 0.287 -0.565
H -2.120 1.660 -0.937
H -1.720 -1.891 0.350
H -0.180 -1.551 0.990
*
```

Verdict on stability: (three) comes out on top.

(one)
Here is a gas-phase ion, C3H10N3 (charge +1) from OMol25. Energies are from wB97M-V/def2-TZVPD.

* Kohn-Sham gap: 10.1 eV
* lowest unoccupied orbital energy: -0.12614 Eh
* HOMO energy: -0.4985 Ha

ORCA input file:
```
! RIJCOSX wB97M-V def2-TZVPD def2/J DEFGRID3
* xyz 1 1
C -0.014 2.070 1.028
N 0.652 1.416 -0.154
N -0.103 0.463 -0.944
C -0.263 -0.975 -0.378
C -0.830 -1.914 -1.314
N 0.318 -1.303 0.766
H 0.532 2.052 2.068
H -0.173 3.164 0.928
H -0.970 1.591 0.994
H 0.943 2.194 -0.780
H 1.690 0.972 0.098
H -1.913 -2.166 -1.133
H -0.828 -1.599 -2.405
H -0.267 -2.914 -1.348
H 0.506 -2.328 1.148
H 0.719 -0.724 1.426
*
```

(two)
Here is 2 unconnected molecules or ions with the total composition C3H10N3 from OMol25. Energies are from wB97M-V/def2-TZVPD.

* Kohn-Sham gap: 10.2 eV
* lowest unoccupied orbital energy: -0.12345 Eh
* HOMO energy: -0.4973 Ha

ORCA input file:
```
! RIJCOSX wB97M-V def2-TZVPD def2/J DEFGRID3
* xyz 1 1
C -1.788 -0.675 -0.896
C -2.365 -1.741 -0.300
N -0.364 -0.633 -1.196
H -2.343 0.223 -1.172
H -3.361 -1.691 0.107
H -1.803 -2.692 -0.164
H -0.045 0.338 -0.906
H 0.182 -1.284 -0.652
H -0.097 -0.800 -2.207
N 0.528 1.551 0.401
C 1.772 1.017 0.622
N 2.095 0.331 1.643
H 0.395 2.324 -0.212
H -0.064 1.640 1.186
H 2.485 1.254 -0.173
H 3.129 0.336 1.698
*
```

Verdict on stability: (two) comes out on top.

(one)
Here is a single C4H3FOS molecule from OMol25. Energies are from wB97M-V/def2-TZVPD.

* Kohn-Sham gap: 9.0 eV
* lowest unoccupied orbital energy: 0.02181 Eh
* HOMO energy: -0.3071 Ha

ORCA input file:
```
! RIJCOSX wB97M-V def2-TZVPD def2/J DEFGRID3
* xyz 0 1
F 0.421 -0.740 2.743
C 0.482 -0.353 1.398
C 0.404 -1.471 0.601
O 0.077 -0.932 -0.709
C -0.225 0.321 -0.507
S -0.486 1.165 -2.001
C -0.016 0.853 0.807
H 0.783 -2.393 0.772
H -0.711 -0.069 -2.760
H -0.566 1.836 1.183
*
```

(two)
Here is a single C4H3FOS molecule from OMol25. Energies are from wB97M-V/def2-TZVPD.

* Kohn-Sham gap: 7.6 eV
* lowest unoccupied orbital energy: -0.04962 Eh
* HOMO energy: -0.3305 Ha

ORCA input file:
```
! RIJCOSX wB97M-V def2-TZVPD def2/J DEFGRID3
* xyz 0 1
O -1.672 -1.550 -1.840
C -1.578 -1.074 -0.710
C -0.387 -0.299 -0.252
C -0.411 0.248 1.078
S 0.711 1.113 1.873
C 0.617 -0.177 -1.164
F 1.743 0.460 -0.930
H -2.339 -1.146 -0.002
H -1.375 -0.014 1.576
H 0.582 -0.579 -2.161
*
```

Verdict on stability: (two) comes out on top.